[1]
A cluster of 4 separate species, C30H71FN4O8S in total at a distorted geometry, computed with ωB97M-V/def2-TZVPD.

Structure (ORCA input):
```
! wB97M-V def2-TZVPD RIJCOSX def2/J DEFGRID3
* xyz 0 1
C 4.41 -1.22 -1.46
C 3.27 -0.24 -1.16
C 3.53 1.18 -1.72
C 3.36 2.31 -0.70
C 1.95 2.95 -0.66
C 1.22 2.75 0.67
C 0.44 1.44 0.69
C -0.24 1.14 2.02
C -0.67 -0.33 2.12
C -1.61 -0.77 1.00
C -2.91 0.03 0.90
C -3.31 0.20 -0.56
N -4.79 0.23 -0.77
S -5.48 1.74 -0.81
O -5.66 2.15 -2.16
O -6.60 1.77 0.05
F -4.40 2.64 -0.17
H 5.12 -1.20 -0.63
H 4.07 -2.24 -1.53
H 4.96 -0.96 -2.35
H 2.35 -0.64 -1.58
H 3.16 -0.17 -0.09
H 2.91 1.36 -2.59
H 4.56 1.19 -2.06
H 4.08 3.09 -0.93
H 3.60 1.94 0.30
H 1.34 2.51 -1.45
H 2.02 4.02 -0.85
H 0.55 3.59 0.87
H 1.95 2.76 1.48
H 1.15 0.64 0.50
H -0.27 1.46 -0.13
H -1.08 1.81 2.20
H 0.49 1.29 2.81
H 0.25 -0.92 2.01
H -1.06 -0.56 3.11
H -1.06 -0.74 0.06
H -1.87 -1.82 1.15
H -2.82 1.00 1.39
H -3.72 -0.51 1.38
H -2.95 -0.66 -1.11
H -2.81 1.06 -1.01
H -4.96 -0.10 -1.72
C 2.53 -8.47 -2.74
O 3.36 -8.70 -1.62
C 4.61 -9.30 -1.93
C 5.75 -8.35 -1.65
N 5.75 -7.23 -2.59
C 6.68 -6.16 -2.27
C 6.45 -5.38 -0.98
O 5.28 -4.59 -0.99
C 4.09 -5.25 -0.59
H 1.57 -8.13 -2.37
H 2.95 -7.70 -3.41
H 2.38 -9.39 -3.32
H 4.64 -9.64 -2.97
H 4.72 -10.18 -1.28
H 6.70 -8.89 -1.74
H 5.65 -8.01 -0.61
H 4.82 -6.85 -2.64
H 6.66 -5.45 -3.10
H 7.69 -6.58 -2.24
H 7.28 -4.67 -0.88
H 6.48 -6.02 -0.09
H 4.29 -6.03 0.15
H 3.56 -5.68 -1.44
H 3.44 -4.51 -0.13
C -0.05 5.52 -6.13
O -1.36 5.66 -5.63
C -2.39 5.28 -6.53
C -3.12 4.05 -6.03
N -2.26 2.87 -6.07
C -2.81 1.70 -5.40
C -3.04 1.78 -3.90
O -1.85 1.86 -3.13
C -1.34 3.17 -2.93
H 0.63 5.96 -5.40
H 0.22 4.46 -6.27
H 0.07 6.04 -7.08
H -1.98 5.10 -7.53
H -3.09 6.11 -6.60
H -3.99 3.88 -6.66
H -3.47 4.27 -5.01
H -1.37 3.10 -5.64
H -2.13 0.87 -5.59
H -3.76 1.44 -5.88
H -3.52 0.84 -3.60
H -3.73 2.58 -3.62
H -2.14 3.92 -2.90
H -0.62 3.44 -3.71
H -0.81 3.18 -1.98
C -4.16 4.65 6.61
O -3.29 4.13 7.60
C -3.94 3.29 8.55
C -3.46 1.86 8.41
N -3.93 1.26 7.17
C -3.35 -0.04 6.86
C -1.85 -0.11 6.59
O -1.44 0.56 5.41
C -1.18 1.94 5.55
H -3.58 5.37 6.02
H -4.54 3.88 5.94
H -5.01 5.18 7.07
H -5.02 3.34 8.45
H -3.67 3.65 9.54
H -3.84 1.27 9.25
H -2.36 1.87 8.48
H -3.74 1.90 6.41
H -3.86 -0.41 5.96
H -3.59 -0.73 7.67
H -1.60 -1.16 6.45
H -1.26 0.24 7.45
H -0.80 2.18 6.55
H -2.06 2.54 5.34
H -0.41 2.21 4.82
*
```

Calculated values
SMILES   CCCCCCCCCCCCNS(=O)(=O)F.COCCNCCOC.COCCNCCOC.COCCNCCOC
Max |F|   1.7 eV/A
E_LUMO   0.6 eV

[2]
A cluster of 6 separate species, C30H71IN5O5 in total at a distorted geometry, computed with ωB97M-V/def2-TZVPD.

Structure (ORCA input):
```
! wB97M-V def2-TZVPD RIJCOSX def2/J DEFGRID3
* xyz -1 1
I 0.21 -0.56 0.52
C 4.89 -0.97 0.84
C 5.46 -0.58 -0.51
C 6.53 -1.63 -0.87
C 6.92 -1.63 -2.33
C 5.66 -1.81 -3.19
C 4.59 -0.76 -2.93
N 4.39 -0.66 -1.49
O 3.42 0.33 -1.19
C 5.01 0.55 -3.61
C 3.29 -1.26 -3.57
C 6.12 0.80 -0.39
H 4.22 -0.22 1.25
H 5.72 -1.17 1.53
H 4.33 -1.91 0.74
H 7.42 -1.42 -0.25
H 6.19 -2.62 -0.56
H 7.64 -2.42 -2.54
H 7.40 -0.69 -2.60
H 5.30 -2.83 -3.05
H 5.94 -1.77 -4.25
H 4.98 0.44 -4.70
H 4.38 1.39 -3.34
H 6.05 0.80 -3.37
H 2.57 -0.44 -3.68
H 3.47 -1.63 -4.58
H 2.83 -2.04 -2.96
H 5.40 1.54 -0.03
H 6.49 1.14 -1.35
H 6.92 0.78 0.35
H 2.70 -0.16 -0.78
C -4.17 -1.48 2.44
C -4.88 -1.33 1.09
C -5.87 -0.18 1.18
C -6.41 0.30 -0.15
C -5.24 0.65 -1.09
C -4.21 -0.46 -1.23
N -3.89 -1.02 0.08
O -2.95 -2.06 -0.04
C -4.76 -1.53 -2.20
C -2.94 0.10 -1.83
C -5.63 -2.64 0.80
H -3.26 -0.88 2.48
H -3.93 -2.52 2.66
H -4.81 -1.12 3.25
H -6.67 -0.49 1.87
H -5.36 0.66 1.69
H -7.06 1.16 0.03
H -7.06 -0.47 -0.59
H -4.79 1.54 -0.64
H -5.67 0.86 -2.07
H -4.57 -1.23 -3.23
H -4.19 -2.46 -2.09
H -5.81 -1.78 -2.05
H -2.43 0.80 -1.17
H -2.23 -0.71 -2.00
H -3.16 0.54 -2.81
H -6.27 -2.56 -0.08
H -6.31 -2.88 1.63
H -4.95 -3.47 0.63
H -2.11 -1.60 0.17
C 1.90 3.75 -2.52
C 0.53 3.11 -2.32
C 0.42 1.80 -3.11
O 0.75 1.91 -4.48
C -0.28 2.48 -5.25
N 0.28 2.87 -0.88
H 2.68 3.01 -2.29
H 2.03 4.60 -1.86
H 2.04 4.05 -3.56
H -0.22 3.81 -2.71
H -0.62 1.45 -3.03
H 1.08 1.05 -2.67
H 0.07 2.50 -6.28
H -0.49 3.50 -4.92
H -1.19 1.88 -5.15
H 0.65 1.93 -0.68
H -0.72 2.67 -0.79
C 1.90 -3.77 5.11
C 1.22 -2.98 4.02
C -0.19 -2.60 4.37
O -1.05 -3.72 4.53
C -1.35 -4.35 3.31
N 1.95 -1.76 3.71
H 1.79 -3.33 6.11
H 2.98 -3.81 4.90
H 1.50 -4.78 5.17
H 1.16 -3.64 3.14
H -0.58 -1.90 3.62
H -0.18 -2.07 5.33
H -1.55 -3.63 2.51
H -2.26 -4.93 3.44
H -0.56 -5.06 3.02
H 1.45 -1.30 2.95
H 2.84 -2.03 3.30
C -3.14 1.85 2.02
C -1.87 2.68 2.34
C -2.25 3.97 3.07
O -1.25 4.95 3.08
C -1.10 5.58 1.83
N -0.85 1.94 3.11
H -3.61 1.48 2.94
H -2.88 1.01 1.37
H -3.87 2.47 1.49
H -1.44 2.94 1.37
H -2.43 3.70 4.12
H -3.20 4.39 2.71
H -2.07 6.01 1.50
H -0.67 4.93 1.07
H -0.43 6.43 1.97
H -0.45 1.30 2.42
H -1.35 1.30 3.73
*
```

Calculated values
Max |F|   1.3 eV/A
E_LUMO   2.6 eV

[3]
A cluster of 5 separate species, C30H72N2 in total at a distorted geometry, computed with ωB97M-V/def2-TZVPD.

Structure (ORCA input):
```
! wB97M-V def2-TZVPD RIJCOSX def2/J DEFGRID3
* xyz 0 1
C -0.31 0.47 1.83
C 0.21 1.83 1.51
N -0.74 2.66 0.65
C -0.87 4.11 1.04
C 0.49 4.85 0.95
C -0.44 2.47 -0.80
C -1.70 3.00 -1.56
H -1.47 0.54 2.12
H 0.19 -0.13 2.57
H -0.37 -0.21 0.92
H 0.94 1.91 0.88
H 0.54 2.40 2.46
H -1.30 4.09 2.10
H -1.62 4.66 0.83
H 1.35 4.19 1.03
H 0.43 5.73 1.42
H 0.79 5.12 -0.04
H -0.44 1.58 -1.23
H 0.50 2.95 -1.07
H -1.72 3.00 -2.67
H -1.88 3.94 -1.47
H -2.55 2.53 -1.07
C -3.76 1.94 -4.60
C -3.58 0.45 -5.13
N -4.38 -0.46 -4.26
C -5.81 -0.10 -4.15
C -6.62 0.08 -5.57
C -4.13 -1.89 -4.60
C -4.80 -2.86 -3.62
H -4.65 2.26 -5.00
H -3.08 2.61 -5.10
H -3.73 1.78 -3.53
H -2.60 0.16 -4.87
H -3.88 0.46 -6.17
H -6.06 0.80 -3.75
H -6.40 -0.76 -3.51
H -7.76 0.24 -5.42
H -6.67 -1.07 -5.72
H -6.19 0.96 -6.14
H -3.08 -2.06 -4.37
H -4.35 -2.19 -5.66
H -5.75 -2.74 -3.87
H -4.81 -2.52 -2.57
H -4.37 -3.84 -3.85
C 1.53 -4.58 1.48
C 0.47 -3.56 1.10
C -0.93 -4.22 0.99
C -2.14 -3.28 0.91
C -2.10 -2.45 -0.33
C -3.16 -1.47 -0.38
H 1.34 -5.13 2.45
H 2.36 -3.86 1.61
H 1.88 -5.31 0.78
H 0.56 -3.07 0.00
H 0.27 -2.79 1.89
H -0.98 -4.76 1.84
H -1.02 -5.01 0.27
H -2.12 -2.58 1.86
H -3.07 -3.65 1.07
H -2.13 -2.93 -1.44
H -1.26 -1.85 -0.70
H -4.17 -1.84 -0.23
H -3.04 -0.74 -1.21
H -3.04 -0.70 0.38
C -0.07 -1.50 -3.31
C 1.38 -1.65 -2.55
C 1.78 -0.39 -1.91
C 3.29 -0.63 -1.41
C 3.99 0.74 -0.82
C 5.36 0.38 -0.15
H -0.36 -2.35 -3.59
H -0.20 -0.81 -4.12
H -0.71 -1.01 -2.56
H 2.07 -2.05 -3.43
H 1.29 -2.53 -1.98
H 0.98 -0.29 -1.15
H 1.82 0.28 -2.63
H 3.98 -1.24 -2.09
H 3.31 -1.31 -0.57
H 3.39 1.43 -0.17
H 4.32 1.18 -1.74
H 6.06 0.06 -0.80
H 5.37 -0.10 0.81
H 5.77 1.29 0.17
C 3.39 0.09 3.00
C 3.34 -0.08 4.55
C 4.10 0.91 5.33
C 4.28 0.64 6.81
C 5.29 1.57 7.37
C 4.80 3.02 7.19
H 3.04 1.09 2.82
H 2.82 -0.67 2.39
H 4.41 0.15 2.64
H 3.71 -1.19 4.64
H 2.43 -0.21 4.75
H 3.83 1.92 5.15
H 5.15 0.85 4.87
H 4.56 -0.39 7.12
H 3.35 0.79 7.19
H 6.26 1.30 6.77
H 5.37 1.34 8.49
H 4.86 3.37 6.26
H 5.57 3.61 7.92
H 3.78 3.17 7.47
*
```

Calculated values
SMILES   CCN(CC)CC.CCN(CC)CC.CCCCCC.CCCCCC.CCCCCC
Max |F|   8.3 eV/A
Energy above the lowest of the compared OMol25 structures with the same formula, charge and spin   31.0 kcal/mol
E_LUMO   0.8 eV

[4]
A structure of composition C30H73F6N6O13PdS2 at a distorted geometry, computed with ωB97M-V/def2-TZVPD.

Structure (ORCA input):
```
! wB97M-V def2-TZVPD RIJCOSX def2/J DEFGRID3
* xyz 1 3
Pd 2.07 0.91 -4.34
C -0.01 2.37 -0.94
F -0.61 2.35 0.21
F -0.88 2.59 -1.95
F 0.89 3.35 -1.02
S 0.86 0.69 -1.26
O 1.02 0.02 0.00
O -0.03 0.00 -2.18
N 2.23 1.05 -2.17
S 3.44 1.51 -1.16
O 4.36 2.24 -2.00
O 3.04 2.13 0.06
C 4.26 -0.09 -0.61
F 5.57 0.08 -0.59
F 3.86 -0.39 0.60
F 3.98 -1.09 -1.45
C -1.42 0.30 3.38
C -0.41 1.45 3.44
O 0.76 1.10 2.71
H -2.47 0.61 3.31
H -1.31 -0.36 4.24
H -1.33 -0.27 2.45
H -0.14 1.76 4.45
H -0.80 2.38 3.00
H 0.49 1.00 1.79
C -4.21 0.39 -3.56
O -2.82 0.55 -3.77
C -2.50 1.04 -5.08
C -1.04 0.71 -5.35
N -0.09 1.68 -4.73
C -0.06 2.97 -5.48
C 0.99 3.85 -4.84
O 2.17 3.10 -4.64
C 3.35 3.83 -4.37
H -4.23 0.13 -2.50
H -4.57 -0.50 -4.08
H -4.88 1.22 -3.79
H -2.66 2.12 -4.96
H -3.15 0.72 -5.89
H -0.78 0.65 -6.41
H -0.83 -0.28 -4.95
H -0.61 1.88 -3.88
H -0.99 3.54 -5.36
H 0.15 2.83 -6.54
H 0.57 4.16 -3.87
H 1.23 4.71 -5.47
H 4.23 3.21 -4.21
H 3.25 4.52 -3.53
H 3.64 4.45 -5.23
C 0.08 -3.66 -1.22
O 0.33 -4.05 0.09
C 0.65 -2.99 0.95
C 0.36 -3.39 2.39
N -1.10 -3.50 2.58
C -1.44 -4.28 3.77
C -2.80 -3.84 4.30
O -2.96 -4.51 5.54
C -4.17 -4.20 6.16
H -0.48 -2.72 -1.20
H -0.52 -4.33 -1.85
H 1.00 -3.56 -1.82
H -0.02 -2.14 0.75
H 1.68 -2.61 0.84
H 0.83 -2.70 3.08
H 0.75 -4.40 2.58
H -1.40 -3.92 1.70
H -0.66 -4.17 4.52
H -1.47 -5.36 3.55
H -3.60 -3.99 3.57
H -2.81 -2.75 4.48
H -5.08 -4.58 5.68
H -4.33 -3.12 6.33
H -4.14 -4.64 7.16
C -7.23 2.20 3.31
O -7.28 3.40 2.56
C -7.01 4.52 3.39
C -6.68 5.71 2.50
N -5.59 5.33 1.58
C -5.54 6.05 0.30
C -5.79 5.14 -0.90
O -4.64 4.64 -1.54
C -3.95 3.64 -0.78
H -7.83 1.46 2.77
H -7.59 2.33 4.33
H -6.22 1.78 3.36
H -6.17 4.36 4.08
H -7.87 4.80 4.01
H -6.37 6.59 3.07
H -7.56 6.01 1.90
H -5.87 4.38 1.36
H -4.59 6.57 0.14
H -6.31 6.83 0.34
H -6.24 5.75 -1.69
H -6.50 4.35 -0.61
H -3.27 3.17 -1.49
H -4.63 2.94 -0.29
H -3.41 4.17 0.01
C 6.73 -4.62 6.54
C 6.65 -4.94 5.04
C 5.51 -4.27 4.33
O 5.68 -2.87 4.32
C 4.72 -2.15 3.60
N 7.94 -4.45 4.43
H 5.89 -4.97 7.15
H 6.64 -3.53 6.58
H 7.61 -4.95 7.08
H 6.64 -6.00 4.78
H 4.57 -4.43 4.87
H 5.34 -4.72 3.34
H 3.70 -2.55 3.72
H 4.88 -2.26 2.52
H 4.72 -1.12 3.94
H 8.68 -4.55 5.10
H 7.73 -3.49 4.16
C 2.56 -3.57 -4.58
C 2.64 -2.14 -4.01
C 3.86 -1.49 -4.68
O 4.10 -0.15 -4.18
C 5.47 0.24 -4.27
N 1.46 -1.29 -4.24
H 3.39 -4.07 -4.09
H 2.72 -3.63 -5.65
H 1.60 -4.04 -4.34
H 2.77 -2.25 -2.94
H 3.76 -1.38 -5.76
H 4.72 -2.12 -4.47
H 5.77 0.51 -5.28
H 6.16 -0.56 -3.97
H 5.55 1.08 -3.58
H 0.76 -1.47 -3.52
H 0.98 -1.68 -5.05
*
```

Calculated values
Max |F|   3.0 eV/A
Energy above the lowest of the compared OMol25 structures with the same formula, charge and spin   0.0 kcal/mol
E_LUMO (alpha / beta)   -2.8 / -5.5 eV

Which of these has the highest max |F|? C30H72N2